[1]
{"formula": "C3H7O", "method": "ωB97M-V/def2-TZVPD", "total_energy_ev": -5271.090, "homo_lumo_gap_ev": 6.45, "charge": -1, "max_force_ha_per_bohr": 0.0342, "elements": ["C", "O", "C", "C", "H", "H", "H", "H", "H", "H", "H"], "xyz": [[-0.714447, -0.319048, 0.436416], [-0.927261, 0.142051, 1.686533], [0.496633, 0.410994, -0.231969], [0.989390, -0.164568, -1.593080], [-0.462812, -1.406112, 0.439215], [-1.553518, -0.180507, -0.292222], [0.203110, 1.443435, -0.416827], [1.288514, 0.343740, 0.511255], [1.865596, -0.809094, -1.614188], [0.203840, -0.819097, -2.020855], [0.995073, 0.658991, -2.310394]], "atomic_forces_ev_per_a": [[0.657, 0.644, 0.708], [-0.336, -0.031, -0.365], [0.262, -0.961, -0.495], [-1.743, -0.140, -0.177], [0.003, -0.290, -0.382], [-0.253, -0.159, -0.046], [0.100, 0.169, 0.393], [0.116, 0.383, 0.080], [0.401, 0.444, 0.187], [-0.007, 0.076, 0.297], [0.799, -0.136, -0.200]]}

[2]
{"formula": "C43H59GeN6OV", "method": "ωB97M-V/def2-TZVPD", "total_energy_ev": -138742.203, "homo_lumo_gap_ev": [7.72, 7.95], "charge": 0, "max_force_ha_per_bohr": 0.0169, "multiplicity": 3, "elements": ["V", "C", "C", "C", "C", "C", "C", "C", "C", "C", "C", "C", "C", "C", "C", "C", "C", "C", "H", "H", "H", "H", "H", "H", "H", "H", "H", "H", "H", "H", "H", "H", "H", "H", "H", "H", "H", "H", "H", "H", "H", "H", "H", "H", "H", "H", "H", "C", "N", "C", "C", "N", "N", "C", "C", "H", "H", "H", "H", "H", "H", "H", "H", "H", "H", "H", "H", "H", "N", "C", "O", "C", "C", "N", "C", "N", "H", "H", "C", "Ge", "C", "C", "C", "C", "C", "C", "C", "C", "C", "C", "C", "C", "C", "C", "C", "C", "H", "H", "H", "H", "H", "H", "H", "H", "H", "H", "H", "H", "H", "H", "H"], "xyz": [[-0.501294, 0.358092, 0.239648], [-2.183725, 0.798123, 1.703575], [-2.520094, -0.424899, 1.018253], [-1.515597, -1.382128, 1.394956], [-0.631993, -0.709289, 2.286323], [-1.062432, 0.609888, 2.528757], [-0.564299, 1.489836, 3.658241], [0.942116, 1.742315, 3.566943], [-0.858987, 0.736469, 4.966216], [-1.322419, 2.815395, 3.698709], [-1.329669, -2.877921, 1.100825], [-1.185763, -3.187406, -0.394175], [-0.051867, -3.405516, 1.773889], [-2.479944, -3.678451, 1.735378], [-3.935846, -0.574782, 0.433896], [-4.135470, -1.615865, -0.667508], [-4.845496, -0.920721, 1.629246], [-4.437192, 0.753482, -0.145261], [-2.766151, 1.704829, 1.669187], [0.224526, -1.170638, 2.750706], [1.495098, 0.797883, 3.572779], [1.280096, 2.320284, 4.429743], [1.198569, 2.282206, 2.656602], [-0.317390, -0.209697, 5.007337], [-1.924906, 0.519986, 5.056767], [-0.555512, 1.341382, 5.823542], [-1.233058, 3.365855, 2.765206], [-0.929903, 3.442265, 4.501584], [-2.383653, 2.649222, 3.894245], [-0.252873, -2.776610, -0.781063], [-1.994790, -2.791679, -0.997949], [-1.154482, -4.269970, -0.540070], [0.845719, -2.891328, 1.428966], [0.064587, -4.459938, 1.520165], [-0.106190, -3.332139, 2.862254], [-3.442995, -3.494584, 1.270557], [-2.567426, -3.440704, 2.798073], [-2.267697, -4.745787, 1.643850], [-3.955060, -2.633806, -0.339222], [-3.512071, -1.407657, -1.535108], [-5.175535, -1.566528, -0.997090], [-4.550766, -1.853021, 2.109420], [-5.878635, -1.022587, 1.289371], [-4.810105, -0.129722, 2.381438], [-3.822865, 1.078668, -0.982593], [-4.476719, 1.551705, 0.596643], [-5.453972, 0.614207, -0.517325], [-0.208857, 4.295918, 0.568421], [0.750034, 4.064802, -0.492904], [0.638052, 4.883300, -1.692804], [1.508412, 2.939159, -0.430798], [1.088422, 1.881436, 0.217667], [2.725775, 2.983585, -1.044369], [3.469325, 1.756668, -1.268439], [3.519087, 4.200197, -1.089865], [-0.699154, 5.250878, 0.386973], [0.308822, 4.340575, 1.527296], [-0.968551, 3.517986, 0.615960], [-0.387322, 4.867090, -2.062573], [1.285846, 4.491992, -2.472621], [0.922240, 5.918478, -1.485713], [1.875798, 1.263486, 0.380518], [4.046998, 1.454460, -0.387079], [4.163889, 1.915729, -2.092528], [2.794445, 0.951541, -1.547403], [2.983253, 5.017893, -0.617333], [3.757683, 4.478785, -2.118739], [4.457238, 4.044858, -0.550543], [2.827732, -0.976550, 1.142537], [2.187555, -1.296383, -0.018032], [1.057538, -0.752430, -0.241438], [2.788929, -2.142275, -0.950345], [4.048410, -2.712938, -0.643908], [5.075897, -3.113987, -0.304601], [2.143054, -2.398655, -2.185035], [1.618389, -2.604494, -3.190832], [2.267234, -0.589253, 1.882835], [3.660250, -1.484638, 1.396570], [0.496297, 1.260517, -3.105682], [-1.240096, 1.247497, -2.130830], [-2.277099, -0.039789, -3.205828], [-1.710680, -1.283875, -3.491966], [-2.421287, -2.250047, -4.190836], [-3.714494, -1.983358, -4.622392], [-4.283051, -0.742710, -4.367186], [-3.567588, 0.219221, -3.665824], [-2.149733, 2.993891, -2.415056], [-2.741328, 3.616943, -1.346236], [-3.301100, 4.911970, -1.431810], [-3.258608, 5.593088, -2.611130], [-2.701718, 4.987130, -3.765431], [-2.689204, 5.666253, -5.009271], [-2.193506, 5.066087, -6.129528], [-1.696560, 3.747532, -6.057177], [-1.684044, 3.076287, -4.867946], [-2.168366, 3.675225, -3.676300], [0.355986, 1.072347, -4.169320], [1.113230, 0.449870, -2.716277], [1.035854, 2.200801, -2.986369], [-0.698797, -1.514584, -3.171569], [-1.959961, -3.207559, -4.399230], [-4.273075, -2.735870, -5.164891], [-5.285386, -0.523666, -4.715288], [-4.025369, 1.185059, -3.473985], [-2.774895, 3.109327, -0.390061], [-3.753074, 5.360599, -0.555142], [-3.666972, 6.593872, -2.691666], [-3.093272, 6.671007, -5.054872], [-2.193720, 5.590870, -7.076181], [-1.331032, 3.261870, -6.952889], [-1.327889, 2.057074, -4.832003]], "atomic_forces_ev_per_a": [[0.864, 0.085, -0.052], [-0.153, 0.035, -0.035], [-0.152, -0.001, 0.043], [-0.023, -0.016, 0.038], [-0.080, 0.070, 0.018], [0.022, -0.195, -0.051], [0.034, 0.025, -0.022], [0.004, 0.008, -0.005], [0.012, 0.002, 0.002], [-0.012, 0.007, 0.018], [0.007, -0.016, -0.003], [-0.012, -0.023, -0.020], [-0.001, 0.027, 0.018], [0.019, 0.007, -0.034], [-0.030, 0.061, 0.047], [0.023, -0.013, -0.013], [-0.005, -0.011, -0.005], [-0.006, 0.009, 0.012], [-0.019, -0.032, -0.013], [0.023, 0.002, 0.016], [-0.005, 0.008, 0.015], [0.003, -0.008, 0.007], [-0.008, 0.002, 0.004], [0.005, 0.000, 0.006], [0.002, -0.005, -0.003], [-0.005, 0.002, 0.002], [0.012, 0.006, -0.017], [-0.004, 0.003, 0.002], [0.002, -0.001, -0.002], [-0.010, -0.003, -0.002], [-0.025, 0.016, -0.003], [-0.004, 0.002, -0.005], [-0.032, -0.008, -0.005], [-0.006, 0.003, 0.000], [0.011, -0.005, 0.002], [-0.013, 0.020, -0.021], [0.004, -0.001, 0.004], [-0.006, 0.000, 0.000], [0.020, -0.022, 0.021], [-0.012, -0.023, 0.029], [0.001, -0.003, -0.002], [0.005, -0.007, -0.003], [0.000, 0.000, 0.000], [0.003, 0.003, 0.003], [0.008, 0.011, -0.012], [0.004, 0.001, -0.002], [0.003, -0.001, 0.001], [-0.008, 0.013, 0.010], [-0.061, -0.102, -0.072], [0.098, 0.068, 0.034], [-0.011, 0.118, -0.084], [-0.070, -0.136, 0.103], [-0.019, -0.048, 0.019], [0.031, -0.006, -0.002], [0.000, 0.015, 0.004], [-0.006, -0.007, 0.006], [-0.011, 0.005, 0.029], [-0.020, -0.004, 0.002], [0.008, 0.009, 0.023], [-0.010, -0.014, -0.010], [0.018, 0.004, -0.017], [0.045, 0.063, -0.012], [0.002, 0.015, 0.000], [-0.009, -0.004, -0.009], [0.012, 0.002, -0.001], [0.009, -0.001, -0.002], [-0.004, 0.003, 0.001], [-0.001, 0.000, 0.002], [0.028, 0.022, -0.002], [0.054, 0.089, -0.082], [-0.482, 0.055, 0.042], [0.037, -0.025, 0.038], [0.027, 0.039, -0.009], [-0.016, -0.016, 0.013], [0.039, -0.030, -0.042], [-0.032, 0.023, 0.027], [-0.015, -0.012, 0.011], [-0.009, -0.019, 0.009], [-0.002, -0.012, -0.003], [-0.019, -0.127, 0.075], [0.005, 0.022, -0.039], [0.034, 0.017, -0.007], [-0.014, 0.012, -0.004], [0.008, -0.008, 0.006], [-0.005, 0.007, -0.001], [-0.004, 0.010, -0.001], [-0.008, -0.031, -0.005], [-0.004, -0.015, 0.007], [-0.005, 0.000, 0.004], [-0.004, -0.003, 0.009], [0.001, 0.002, 0.003], [0.004, 0.003, -0.012], [-0.009, 0.002, 0.010], [0.016, -0.003, -0.002], [-0.006, -0.012, -0.017], [-0.012, 0.013, -0.023], [0.006, 0.004, 0.004], [-0.018, -0.007, -0.011], [-0.006, 0.005, -0.004], [-0.018, -0.002, -0.004], [-0.002, -0.003, -0.001], [0.000, 0.000, -0.002], [-0.001, 0.000, -0.002], [-0.001, -0.002, 0.003], [-0.004, -0.028, 0.010], [0.001, 0.002, 0.001], [-0.002, 0.002, 0.000], [-0.001, 0.001, 0.000], [-0.002, 0.001, 0.000], [0.000, 0.001, -0.001], [-0.018, 0.011, 0.002]]}

[3]
{"formula": "C3H4F2O", "method": "ωB97M-V/def2-TZVPD", "total_energy_ev": -10653.440, "homo_lumo_gap_ev": [9.63, 8.24], "charge": 0, "max_force_ha_per_bohr": 0.0659, "elements": ["C", "C", "C", "O", "F", "F", "H", "H", "H", "H"], "xyz": [[0.551779, -0.634005, -2.010773], [-0.025369, -0.853410, -0.882666], [-0.295060, 0.890454, 1.560327], [-0.610729, 1.009633, 0.302639], [-0.384317, -1.796680, -0.096113], [-1.270252, 0.243508, 2.328284], [0.886147, -1.451710, -2.634443], [0.702653, 0.366355, -2.368232], [-0.196103, 1.893343, 2.025211], [0.641251, 0.332512, 1.775766]], "atomic_forces_ev_per_a": [[0.211, -0.105, -0.522], [-1.055, 2.130, 2.414], [1.006, -0.072, 1.549], [0.390, -1.751, -2.788], [0.189, 0.003, -0.392], [-0.334, -0.275, 0.091], [-0.024, -0.217, 0.021], [-0.046, 0.274, 0.108], [-0.076, -0.104, -0.284], [-0.262, 0.116, -0.198]]}